The following is a quantum chemistry calculation of one molecule with the formula C3H4I2, from the Open Molecules 2025 dataset.

Positions of all 9 atoms, in Å:
I (3.137, 0.799, 0.594)
I (-3.275, 0.707, 0.262)
C (1.109, -0.186, -0.288)
C (-1.439, -0.382, 0.246)
C (-0.258, 0.323, 0.074)
H (-1.573, -1.354, 0.377)
H (1.474, -0.082, -1.289)
H (-0.318, 1.404, 0.031)
H (1.143, -1.228, -0.005)

M = 293.87 g/mol
Total charge = 0
SMILES string = I/C=C/CI
Relative energy (zero: lowest compared OMol25 entry of this formula, charge and spin) = 0.660 eV
Electronic energy = -19375.31048 eV
HOMO-LUMO gap = 8.4 eV
2S+1 = 1
E_LUMO = -0.8 eV


The following is a quantum chemistry calculation of one molecule with the formula C2H4Cl2OS, from the Open Molecules 2025 dataset.

Positions of all 10 atoms, in Å:
Cl (1.870, 1.464, 0.486)
Cl (0.996, -1.057, 1.713)
S (1.018, -0.701, -1.246)
O (-0.434, -1.165, -1.809)
C (0.739, 0.065, 0.373)
C (-0.641, 0.758, 0.469)
H (-0.853, 1.178, -0.493)
H (-0.671, -2.078, -1.493)
H (-0.713, 1.635, 1.202)
H (-1.312, -0.097, 0.798)

M = 147.03 g/mol
Total charge = 0
SMILES string = CC(Cl)(Cl)SO
Relative energy (zero: lowest compared OMol25 entry of this formula, charge and spin) = 0.000 eV
Electronic energy = -40065.49231 eV
HOMO-LUMO gap = 9.6 eV
2S+1 = 1
E_LUMO = 0.3 eV


The following is a quantum chemistry calculation of C43H57N9O4PbS2Si as an isolated structure, from the Open Molecules 2025 dataset.

Positions of all 117 atoms, in Å:
Pb (0.166, 0.848, -0.743)
S (-2.556, 2.169, -0.103)
S (-0.864, -1.013, -2.450)
Si (0.178, -1.674, 2.275)
O (0.110, -0.809, 0.957)
O (-1.345, -2.034, 2.866)
O (0.969, -3.118, 2.137)
O (0.891, -0.920, 3.556)
N (-2.489, 0.127, -4.284)
N (2.424, 2.497, 0.057)
N (-0.536, 1.187, -4.181)
N (0.455, 1.487, -3.501)
N (0.334, 3.825, -0.874)
N (2.775, 0.183, -1.277)
N (-3.363, -0.803, -3.909)
N (-3.372, -0.314, -0.367)
N (-2.971, 0.298, 1.797)
C (1.287, 2.750, -5.483)
C (1.338, 2.434, -4.129)
C (-0.925, 5.817, 0.582)
C (0.876, 4.289, 0.253)
C (-0.813, 4.351, -1.287)
C (3.786, 0.609, -0.507)
C (1.244, -3.893, 0.973)
C (-3.146, -2.463, 4.326)
C (-1.762, -4.338, 3.431)
C (0.270, 5.275, 1.022)
C (3.071, 4.239, 1.529)
C (3.560, 1.855, 0.296)
C (-1.477, 5.358, -0.601)
C (2.305, 2.996, -3.312)
C (3.172, 4.223, -5.187)
C (-6.838, -1.833, -4.460)
C (2.499, -0.060, 5.049)
C (-6.383, 0.070, -5.837)
C (-0.802, -2.765, 5.121)
C (-5.082, 0.123, -5.364)
C (-5.540, -1.796, -3.979)
C (1.775, -5.232, 1.463)
C (3.098, -0.514, 2.658)
C (5.221, -1.096, -1.381)
C (-4.659, -0.814, -4.426)
C (2.172, 3.657, 0.642)
C (5.017, -0.033, -0.516)
C (-0.035, -4.084, 0.160)
C (4.192, -1.494, -2.211)
C (2.295, -3.176, 0.134)
C (-2.464, 1.162, 2.852)
C (3.220, 3.895, -3.840)
C (-3.537, -1.718, -0.041)
C (2.977, -0.835, -2.108)
C (-2.998, 0.635, 0.504)
C (2.004, -0.041, 3.610)
C (-7.272, -0.899, -5.391)
C (4.250, 3.568, 1.804)
C (2.204, 3.646, -6.005)
C (4.508, 2.357, 1.183)
C (-1.742, -2.898, 3.929)
C (1.535, 1.362, 3.232)
C (-1.362, 0.155, -3.666)
H (-4.387, 0.877, -5.704)
H (0.203, -3.109, 4.869)
H (-1.184, -3.364, 5.948)
H (-1.765, 0.592, 3.459)
H (-3.833, -2.566, 3.485)
H (2.586, -5.070, 2.174)
H (-2.855, -0.691, 2.001)
H (2.312, 2.731, -2.260)
H (-0.814, -4.517, 0.789)
H (-8.287, -0.927, -5.763)
H (2.363, 2.074, 3.255)
H (-1.954, 2.019, 2.416)
H (2.751, -0.463, 1.621)
H (3.888, 4.920, -5.602)
H (-3.519, -3.076, 5.147)
H (4.971, 3.992, 2.490)
H (0.697, 5.592, 1.963)
H (-2.627, -2.146, 0.387)
H (0.535, 2.288, -6.108)
H (-3.214, -0.066, -1.333)
H (-0.764, -4.643, 3.120)
H (-6.709, 0.803, -6.566)
H (0.142, -4.755, -0.683)
H (1.667, 0.142, 5.725)
H (-0.728, -1.724, 5.438)
H (2.152, -5.824, 0.627)
H (-5.199, -2.534, -3.261)
H (-7.515, -2.599, -4.105)
H (2.457, -3.697, -0.813)
H (5.421, 1.824, 1.396)
H (2.117, -1.136, -2.698)
H (2.915, -1.038, 5.299)
H (1.095, 1.347, 2.232)
H (-4.360, -1.852, 0.661)
H (-2.109, -5.008, 4.220)
H (-3.099, -1.436, -3.160)
H (-2.437, -4.430, 2.577)
H (-3.279, 1.521, 3.481)
H (-3.144, -1.420, 4.650)
H (6.179, -1.598, -1.409)
H (-0.389, -3.125, -0.228)
H (0.767, 1.698, 3.933)
H (4.311, -2.307, -2.913)
H (3.970, 4.338, -3.197)
H (2.870, 5.200, 1.979)
H (-3.782, -2.248, -0.958)
H (-2.409, 5.754, -0.980)
H (-1.225, 3.937, -2.201)
H (3.269, 0.698, 5.204)
H (1.950, -2.163, -0.076)
H (3.245, -3.120, 0.672)
H (0.988, -5.802, 1.962)
H (5.821, 0.296, 0.124)
H (3.990, 0.110, 2.759)
H (3.362, -1.550, 2.874)
H (2.170, 3.891, -7.059)
H (-1.424, 6.580, 1.166)

M = 1063.41 g/mol
Total charge = 0
Electronic energy = -101920.65803 eV
HOMO-LUMO gap = 6.6 eV
2S+1 = 1
E_LUMO = -0.4 eV


The following is a quantum chemistry calculation of C51H52ClKN8O5 as an isolated structure, from the Open Molecules 2025 dataset.

Positions of all 118 atoms, in Å:
K (-0.701, -2.317, 0.992)
Cl (4.475, 4.364, -1.992)
O (-1.581, -2.254, -1.703)
O (0.324, -2.333, -4.894)
O (-3.919, 2.653, -3.818)
O (-3.466, 0.608, -4.546)
O (-2.227, -1.397, -3.672)
N (2.389, -1.069, -3.295)
N (-2.179, 0.086, -0.442)
N (3.443, -0.460, -2.699)
N (-2.535, 1.335, -0.135)
N (-1.710, 1.803, 2.301)
N (0.491, 1.889, 1.604)
N (-0.029, 0.846, 3.665)
N (1.995, -1.219, -1.148)
C (-1.833, -3.976, 2.882)
C (0.063, 4.365, 3.110)
C (-4.001, -7.095, 6.849)
C (-4.097, -0.315, 4.209)
C (-3.610, 2.384, 3.676)
C (-3.015, 0.052, 3.426)
C (1.884, -3.330, -6.915)
C (2.142, 0.390, 4.644)
C (1.455, -1.856, -6.961)
C (0.177, 0.786, -4.281)
C (1.213, 0.089, 3.644)
C (2.879, 2.272, 1.625)
C (-4.937, 0.655, 4.738)
C (2.249, 2.820, -1.849)
C (1.119, -1.342, -5.508)
C (-0.492, 1.479, 2.562)
C (2.576, -1.043, -7.620)
C (1.293, 1.978, -2.395)
C (0.374, 0.006, -5.583)
C (-3.499, 1.531, -3.606)
C (-2.457, -0.061, -1.729)
C (2.453, -1.215, -4.748)
C (2.564, 4.588, 3.079)
C (-2.908, -5.483, 4.798)
C (-3.001, 1.149, -2.258)
C (-3.349, 3.839, 3.376)
C (3.711, -0.993, 3.453)
C (3.990, 3.026, 1.962)
C (0.200, -1.777, -7.840)
C (-4.275, -7.366, 5.513)
C (3.302, 2.987, -4.009)
C (3.252, 3.314, -2.668)
C (1.432, 3.851, 2.742)
C (3.406, -0.183, 4.542)
C (2.734, -1.275, 2.502)
C (-3.184, -6.012, 7.159)
C (3.839, 4.189, 2.705)
C (3.154, -0.567, -1.421)
C (1.418, -0.784, 2.563)
C (1.602, 2.660, 2.024)
C (-3.748, -6.571, 4.506)
C (-2.644, -5.225, 6.154)
C (1.310, 1.632, -3.747)
C (-2.057, -1.356, -2.398)
C (1.820, 1.335, 5.779)
C (-2.346, -4.670, 3.765)
C (-2.757, 1.399, 3.149)
C (-4.687, 1.994, 4.465)
C (-3.031, 2.006, -1.181)
C (1.544, -1.535, -2.349)
C (2.324, 2.155, -4.540)
H (3.533, -1.179, -7.110)
H (-0.391, 3.768, 3.906)
H (-3.362, 3.029, -1.122)
H (-4.278, -1.367, 4.390)
H (2.804, -3.479, -6.344)
H (-0.046, -0.747, -8.109)
H (3.079, -2.081, -4.963)
H (2.990, 1.340, 1.079)
H (-4.903, -8.213, 5.257)
H (-0.614, 4.319, 2.254)
H (-5.786, 0.375, 5.350)
H (-0.152, 0.109, -3.494)
H (0.854, 0.648, -6.325)
H (-0.660, 1.470, -4.446)
H (-2.950, -0.224, -4.224)
H (-0.656, -2.218, -7.322)
H (2.347, 0.026, -7.641)
H (-3.106, 3.969, 2.319)
H (2.062, -3.687, -7.933)
H (-4.221, 4.449, 3.624)
H (0.641, -2.085, -2.557)
H (2.222, 3.077, -0.799)
H (1.690, 2.359, 5.414)
H (2.631, 1.336, 6.509)
H (0.807, 1.047, 1.126)
H (-2.495, 4.215, 3.946)
H (0.901, 1.051, 6.298)
H (2.982, -0.332, -5.093)
H (4.712, -1.408, 3.360)
H (-2.370, 1.644, 0.823)
H (2.438, 5.508, 3.642)
H (4.976, 2.699, 1.651)
H (-2.965, -5.784, 8.196)
H (3.800, -0.175, -0.648)
H (0.130, 5.399, 3.454)
H (-0.698, 0.661, 4.397)
H (1.103, -3.934, -6.457)
H (2.371, 1.919, -5.598)
H (-0.627, -0.210, -5.959)
H (4.703, 4.785, 2.974)
H (0.364, -2.335, -8.766)
H (-3.976, -6.781, 3.469)
H (-5.345, 2.761, 4.864)
H (4.155, 0.037, 5.296)
H (0.515, 1.573, -1.752)
H (4.096, 3.377, -4.632)
H (-0.550, -1.999, -4.588)
H (-2.374, -0.721, 3.017)
H (-1.997, -4.391, 6.396)
H (3.007, -1.941, 1.680)
H (-4.414, -7.718, 7.633)
H (2.702, -1.374, -8.655)

M = 931.58 g/mol
Total charge = -2
Electronic energy = -104739.81497 eV
HOMO-LUMO gap = 6.1 eV
2S+1 = 1
E_LUMO = 3.7 eV


The following is a quantum chemistry calculation of C55H80N5O32V as an isolated structure, from the Open Molecules 2025 dataset.

Positions of all 173 atoms, in Å:
V (-2.443, 0.301, -1.878)
O (1.755, 6.703, 4.534)
O (4.628, -3.571, -1.006)
O (-2.259, 2.556, -1.701)
O (-7.190, -1.457, 0.543)
O (-1.830, 4.498, 2.194)
O (-4.514, 1.148, 3.636)
O (-0.195, -5.456, 0.761)
O (2.134, -0.845, -5.568)
O (-1.400, -4.754, 5.043)
O (-0.156, -4.823, -6.651)
O (-2.498, 0.059, 5.186)
O (0.608, -2.337, -2.802)
O (1.137, 1.797, -5.433)
O (3.565, 2.777, -9.411)
O (-0.861, -0.063, -4.086)
O (-3.894, -4.434, 3.277)
O (-0.339, -0.025, -1.040)
O (0.553, -5.673, -1.851)
O (1.162, 2.178, -2.384)
O (2.533, 4.726, -2.481)
O (4.383, -1.639, 5.000)
O (0.475, 3.277, 3.304)
O (1.229, 5.502, 1.915)
O (3.642, -2.641, 1.505)
O (6.672, 1.013, 2.422)
O (-3.477, 0.287, -3.143)
O (-2.473, -1.960, -1.623)
O (-3.301, 0.513, -0.555)
O (-2.023, -2.926, -7.648)
O (4.792, 0.207, -9.329)
O (6.495, 2.433, -1.423)
O (5.341, 0.159, -1.408)
N (2.893, -2.922, 6.141)
N (-6.896, 0.130, -1.015)
N (-3.386, -3.931, -0.901)
N (4.516, 1.538, 2.035)
N (-1.538, 4.496, -2.665)
C (0.094, -2.426, -4.069)
C (3.286, 1.914, -8.522)
C (0.187, -3.539, -4.738)
C (-0.702, -5.845, 4.300)
C (-2.013, 3.749, -1.650)
C (3.086, 3.623, -2.348)
C (0.559, 6.660, 2.517)
C (1.949, 1.354, -6.476)
C (3.874, 0.540, -8.375)
C (-4.502, -3.447, -0.160)
C (-0.434, -0.743, 1.342)
C (-2.231, 0.982, 4.385)
C (3.186, 1.052, -2.028)
C (0.888, 5.167, 0.605)
C (0.443, 6.675, 4.037)
C (4.530, 3.599, -2.177)
C (-0.934, 1.666, 4.292)
C (3.469, -0.335, -7.453)
C (-0.766, 2.747, 3.504)
C (3.596, 2.604, 1.509)
C (-2.416, -3.163, -1.428)
C (3.871, -3.610, 7.032)
C (2.994, -3.418, 0.779)
C (3.217, -2.073, 5.183)
C (5.185, 2.441, -1.834)
C (-0.775, -1.168, -4.611)
C (-4.691, -3.616, 4.071)
C (-1.307, -2.607, -6.516)
C (-3.229, -5.361, -0.916)
C (-1.231, 4.047, -4.027)
C (-2.627, -3.752, 2.954)
C (2.348, 2.208, -7.452)
C (2.737, -4.856, -1.370)
C (3.979, 0.176, 2.114)
C (-6.226, 1.383, -1.395)
C (1.494, -3.212, 6.353)
C (-1.373, -1.403, -5.909)
C (-1.835, 3.370, 2.676)
C (3.446, -4.034, -0.525)
C (1.868, 7.049, 5.908)
C (0.942, -4.768, 0.358)
C (5.806, 1.789, 2.148)
C (4.616, 1.111, -1.800)
C (1.742, -3.987, 1.183)
C (-3.236, 1.599, 3.500)
C (0.275, -0.253, 0.127)
C (2.491, 2.205, -2.297)
C (-0.387, -3.792, -6.027)
C (-7.741, -0.483, -2.051)
C (2.502, -0.059, -6.400)
C (-1.710, -3.525, 4.198)
C (1.325, -5.159, -1.044)
C (-3.057, 2.723, 2.780)
C (-1.338, 5.961, -2.527)
C (-6.706, -0.462, 0.166)
H (0.763, 6.082, 0.027)
H (0.575, 0.700, 0.562)
H (-1.631, -3.751, -7.942)
H (3.951, -1.300, -7.394)
H (-0.580, -5.801, -0.048)
H (0.526, 3.995, 2.670)
H (1.419, -4.297, 6.429)
H (3.159, 3.184, 2.323)
H (-0.216, 4.384, -4.238)
H (0.908, -2.754, 7.150)
H (-5.684, -4.067, 4.088)
H (-4.074, -5.902, -1.343)
H (-0.296, 6.242, -2.376)
H (-4.436, -3.607, 5.130)
H (3.970, 3.392, 0.855)
H (-0.654, -1.807, 1.254)
H (-0.131, 7.529, 4.396)
H (3.470, 0.158, 3.078)
H (-5.568, 1.837, -0.654)
H (-5.338, -3.954, -0.641)
H (2.592, 0.226, -1.665)
H (1.978, 3.221, -7.515)
H (-7.208, -1.069, -2.799)
H (-5.668, 1.208, -2.314)
H (-0.676, -3.315, 3.924)
H (0.339, -5.559, 4.145)
H (1.795, 8.137, 5.922)
H (-4.639, -2.370, -0.261)
H (-5.893, 0.026, 0.726)
H (-2.844, -2.793, 2.483)
H (-2.351, -5.717, -1.454)
H (-0.991, -5.946, 3.254)
H (0.916, 1.316, -2.041)
H (-1.692, 6.455, -3.431)
H (-1.191, 2.965, -3.905)
H (3.527, -3.588, 8.066)
H (5.145, 4.480, -2.287)
H (-1.588, -3.751, -1.853)
H (-6.976, 2.171, -1.477)
H (-2.061, -4.365, 2.253)
H (3.141, -5.284, -2.276)
H (5.269, -0.584, -9.067)
H (-3.929, 3.151, 2.309)
H (-1.946, 4.375, -4.781)
H (6.019, 2.857, 1.986)
H (1.157, 7.522, 2.222)
H (-1.248, -0.111, 1.698)
H (1.734, 4.592, 0.228)
H (1.074, 6.672, 6.551)
H (-0.075, 1.277, 4.819)
H (6.679, 1.596, -0.992)
H (4.068, -4.639, 6.733)
H (2.752, 6.628, 6.387)
H (-4.455, -3.852, 0.851)
H (-0.547, -6.746, 4.894)
H (-3.156, -5.717, 0.112)
H (-1.881, 6.296, -1.643)
H (2.382, -1.650, 4.601)
H (5.138, -3.149, -0.310)
H (1.098, -0.948, -0.038)
H (-8.315, 0.363, -2.428)
H (0.277, -0.723, 2.167)
H (-2.113, 4.347, -0.731)
H (0.440, -1.496, -2.370)
H (-0.026, 4.588, 0.470)
H (-4.589, 0.654, 4.456)
H (3.159, 0.053, 1.407)
H (1.046, 1.092, -4.788)
H (1.013, -3.050, 5.388)
H (-1.968, -0.587, -6.293)
H (-2.105, -2.796, 4.906)
H (4.812, -3.061, 7.008)
H (-8.384, -1.242, -1.605)
H (0.049, 5.757, 4.474)
H (-4.664, -2.601, 3.675)
H (-0.494, 6.811, 2.277)
H (2.745, 2.072, 1.084)
H (1.307, -3.760, 2.146)
H (4.755, -0.587, 2.172)
H (0.780, -4.253, -4.186)

M = 1374.19 g/mol
Total charge = 0
Electronic energy = -156980.39021 eV
HOMO-LUMO gap = 6.6 eV
2S+1 = 1
E_LUMO = -2.1 eV


The following is a quantum chemistry calculation of a 2-piece molecular cluster, C9H14 overall, from the Open Molecules 2025 dataset.

Positions of all 23 atoms, in Å:
C (-1.506, 1.078, -0.916)
C (0.630, -1.925, -1.743)
C (-0.594, 2.127, -1.038)
C (-1.123, -0.234, -1.146)
C (1.123, 0.517, -1.562)
C (0.720, 1.835, -1.349)
C (0.201, -0.518, -1.481)
C (-0.119, 0.490, 2.476)
C (0.095, -1.017, 2.708)
H (0.710, 1.139, 2.749)
H (0.948, -2.405, -0.805)
H (-0.159, -1.361, 3.712)
H (-0.535, -1.561, 2.009)
H (1.482, -1.967, -2.421)
H (2.147, 0.347, -1.871)
H (-2.534, 1.211, -0.598)
H (-1.057, 0.840, 2.910)
H (-0.890, 3.152, -0.834)
H (-0.179, 0.604, 1.397)
H (1.127, -1.316, 2.527)
H (-1.792, -1.083, -1.128)
H (-0.165, -2.556, -2.143)
H (1.473, 2.606, -1.454)

M = 122.21 g/mol
Total charge = 0
SMILES string = Cc1ccccc1.CC
Relative energy (zero: lowest compared OMol25 entry of this formula, charge and spin) = 0.176 eV
Electronic energy = -9560.00497 eV
HOMO-LUMO gap = 10.1 eV
2S+1 = 1
E_LUMO = 1.0 eV


The following is a quantum chemistry calculation of one molecule with the formula C4H6N2, from the Open Molecules 2025 dataset.

Positions of all 12 atoms, in Å:
N (-0.324, -0.153, 0.280)
N (1.436, 0.982, -0.613)
C (-1.732, -0.157, 0.125)
C (1.801, -0.217, -0.191)
C (0.111, 1.088, -0.238)
C (0.736, -0.949, 0.398)
H (-0.064, 1.907, 0.467)
H (-1.147, 1.199, -0.641)
H (0.679, -1.983, 0.708)
H (-2.018, -0.469, -0.876)
H (2.812, -0.588, -0.336)
H (-2.290, -0.660, 0.916)

M = 82.11 g/mol
Total charge = 0
Relative energy (zero: lowest compared OMol25 entry of this formula, charge and spin) = 4.749 eV
Electronic energy = -7220.84218 eV
HOMO-LUMO gap (alpha / beta) = 7.8 / 7.8 eV
2S+1 = 1
E_LUMO (alpha / beta) = -0.1 / -0.1 eV


no.,F_max (Eh/bohr)
1,0.12985
2,0.04016
3,0.01276
4,0.02119
5,0.09970
6,0.01866
7,0.00655